1.
A cluster of 6 separate species, H12O6 in total in a non-equilibrium geometry, computed with ωB97M-V/def2-TZVPD.

Last column: Löwdin charge in e.
Element x y z (Å)
O  0.4124  3.3641  -0.0237  0.01
O  -0.3542  -1.0868  -0.2480  -0.03
O  -2.3625  0.6120  1.2799  -0.08
O  1.9550  -2.3401  0.7242  -0.04
O  -3.9110  -0.7164  -1.4540  -0.03
O  3.7251  0.3582  -0.8226  -0.05
H  2.7520  -1.9155  0.5025  0.00
H  3.9034  1.1028  -1.3832  0.02
H  -0.1479  2.7625  0.4348  0.02
H  -0.1734  -2.0117  -0.0691  0.02
H  -0.1915  -0.6328  0.5319  -0.01
H  1.4899  -2.3390  -0.1230  0.03
H  -2.6498  -0.3565  1.3656  0.08
H  -4.2415  -0.7870  -0.6149  -0.04
H  1.1823  2.9374  -0.1628  -0.04
H  -2.3771  0.7884  2.2204  0.03
H  4.6321  0.0329  -0.6684  0.05
H  -3.6432  0.2274  -1.4897  0.06

Properties
- HOMO level: -11.106 eV
- Charge: 0

=====

2.
A structure of composition C21H24F8O12S in a non-equilibrium geometry, computed with ωB97M-V/def2-TZVPD.

Last column: Löwdin charge in e.
Element x y z (Å)
S  -2.3682  -1.0306  0.3519  0.78
F  -2.2011  0.3444  4.0002  0.16
F  1.5935  1.4195  -0.9479  0.18
F  -3.9795  -0.4208  3.0491  0.17
F  -1.7703  -2.5300  2.3037  0.06
F  3.2325  2.1654  -2.1210  0.10
F  -2.7980  -1.6853  4.3156  0.11
F  -0.6364  -0.6597  2.3376  0.10
F  2.5143  3.2809  -0.4239  0.14
O  -2.7475  1.7266  1.7740  -0.06
O  1.5450  3.2207  2.5673  -0.03
O  3.4835  -2.1339  -5.9449  -0.08
O  -3.7373  -1.4923  0.3808  -0.31
O  -1.3547  -1.8934  -0.2174  -0.30
O  1.9114  4.2939  -3.0368  -0.01
O  0.2678  -2.4220  -4.3572  -0.12
O  -1.7666  2.4765  -3.2846  -0.14
O  -0.5425  -0.7724  -2.9558  -0.08
O  2.5825  3.2811  4.5222  0.10
O  -2.1894  -5.8095  4.9788  0.01
O  1.0420  -4.4439  4.6066  0.04
C  0.3308  -5.2447  5.1629  -0.27
C  1.1521  3.2664  -2.3973  -0.26
C  -0.5602  3.4639  1.4070  -0.10
C  -2.7393  -0.6963  3.3906  -0.58
C  2.8065  1.2877  3.2210  0.02
C  -1.4874  -5.0007  4.4046  -0.25
C  1.6059  -2.0016  -4.4774  -0.22
C  -1.1704  2.6909  0.2713  -0.12
C  -1.5818  2.0417  -2.0767  -0.40
C  -0.9452  2.8883  -1.0649  -0.10
C  -1.8724  0.7365  -1.6268  -0.13
C  -0.0333  3.9060  -1.6970  -0.08
C  -2.0732  1.6363  0.6942  -0.42
C  2.3057  2.6715  3.5304  -0.56
C  2.0992  2.5317  -1.4631  -0.57
C  2.1246  -2.5579  -5.7837  -0.24
C  -0.3251  -2.1293  -3.1052  -0.27
C  0.2524  2.5795  2.3503  -0.13
C  -2.1008  0.5486  -0.2041  -0.23
C  -1.8966  -0.3281  -2.6775  -0.15
C  -1.8615  -1.1845  2.1826  -0.43
H  2.0566  -3.6518  -5.7725  0.12
H  3.8969  1.3301  3.1702  0.09
H  -2.4949  -1.1948  -2.3849  0.10
H  -0.2396  2.4605  3.3178  0.13
H  -1.3749  3.9188  1.9810  0.12
H  -1.2651  -2.6866  -3.0826  0.13
H  3.9133  -2.7085  -6.5856  0.07
H  0.3961  1.5904  1.9015  0.11
H  1.6716  -0.9081  -4.4753  0.13
H  -0.5922  4.3854  -2.5049  0.12
H  0.0029  -5.0719  6.2011  0.11
H  0.7696  2.5423  -3.1256  0.16
H  0.1023  4.2542  1.0474  0.11
H  0.3819  -6.3135  4.8956  0.11
H  0.3354  -2.4813  -2.2995  0.13
H  2.5337  0.6207  4.0430  0.09
H  -1.2079  -5.1716  3.3530  0.12
H  2.2099  -2.3757  -3.6386  0.13
H  2.4663  3.8888  -3.7120  0.09
H  1.5024  -2.1808  -6.6044  0.12
H  -1.5754  -3.9303  4.6459  0.11
H  0.3125  4.6893  -1.0154  0.12
H  2.4088  0.8812  2.2963  0.08
H  -2.3217  0.0918  -3.5908  0.12

Properties
- HOMO level: 0.222 eV
- Charge: -2